[1]
A structure of composition C42H37Cl3FeNP2Si2. Source: the OMol25 dataset; level of theory: ωB97M-V/def2-TZVPD.

Geometry as XYZ:
```
88
Properties=species:S:1:pos:R:3:lowdin_charge:R:1
Fe 0.14216 -0.97275 0.36396 -0.02
C -2.65585 -1.26105 1.90867 -0.26
P -2.19905 -0.97283 0.15558 1.00
C -3.10795 -2.24613 -0.79279 -0.38
C -2.57907 -2.68469 -1.99815 -0.13
C -3.26288 -3.61222 -2.77119 -0.08
C -4.48770 -4.10095 -2.34713 -0.09
C -5.03350 -3.65133 -1.15109 -0.09
C -4.35073 -2.72341 -0.38273 -0.09
C -3.13236 0.46531 -0.47384 -0.35
C -4.22835 1.02130 0.17559 -0.08
C -4.95234 2.04352 -0.42051 -0.09
C -4.59137 2.51470 -1.67328 -0.09
C -3.49994 1.96302 -2.32991 -0.08
C -2.77503 0.94473 -1.73117 -0.12
C -1.48241 -1.07437 2.82405 -0.40
C -1.52699 -0.90152 4.19813 -0.08
C -0.19727 -0.82905 4.62724 -0.07
C 0.62513 -0.97199 3.48324 -0.42
C 2.01193 -0.98562 3.45236 0.03
P 2.28492 -0.70735 -0.26959 0.91
C 3.42532 -2.08142 -0.74308 -0.47
C 3.44475 -2.70416 -1.99026 -0.14
C 4.37462 -3.68924 -2.27996 -0.10
C 5.31182 -4.06705 -1.32622 -0.10
C 5.31880 -3.44248 -0.08847 -0.10
C 4.38596 -2.45538 0.19515 -0.16
C 2.43257 0.22971 -1.84250 -0.46
C 1.39688 0.35105 -2.76296 -0.15
C 1.54461 1.10594 -3.92169 -0.09
C 2.74512 1.74473 -4.18397 -0.10
C 3.79857 1.61845 -3.28358 -0.09
C 3.64099 0.87173 -2.12990 -0.10
N -0.19645 -1.12633 2.36919 -0.06
H -2.99018 -2.30131 1.94094 0.05
H -3.48684 -0.62942 2.22605 0.08
H -1.60808 -2.33365 -2.32444 0.07
H -2.82299 -3.96612 -3.69486 0.10
H -5.01641 -4.83370 -2.94356 0.10
H -5.99165 -4.02742 -0.81462 0.10
H -4.78910 -2.37848 0.54604 0.10
H -4.51829 0.68045 1.16068 0.10
H -5.79373 2.47843 0.10412 0.10
H -5.15418 3.31644 -2.13506 0.10
H -3.20269 2.32914 -3.30436 0.10
H -1.91659 0.52601 -2.24368 0.09
H -2.42218 -0.82882 4.79708 0.10
H 0.16777 -0.70143 5.63496 0.09
H 2.55875 -1.14753 2.53614 -0.01
H 2.56020 -0.85889 4.37503 0.04
H 2.71992 -2.41494 -2.74173 0.09
H 4.36347 -4.16969 -3.25083 0.10
H 6.03405 -4.84251 -1.55050 0.09
H 6.04966 -3.72345 0.66021 0.10
H 4.39726 -1.96678 1.16262 0.09
H 0.45737 -0.15838 -2.57501 0.07
H 0.71776 1.18708 -4.61719 0.10
H 2.86399 2.33478 -5.08448 0.09
H 4.74091 2.11681 -3.47611 0.10
H 4.46003 0.79441 -1.42367 0.11
C -2.64158 3.77291 3.11905 -0.11
C -2.67925 4.05756 1.76060 -0.11
C -1.86679 3.35454 0.88269 -0.12
C -0.99539 2.36017 1.33187 -0.30
C -0.96736 2.09522 2.70241 -0.10
C -1.78219 2.78878 3.58734 -0.09
Si 0.18299 1.47985 0.13003 0.66
C 1.81335 2.38983 0.44406 -0.34
C 2.25914 3.36045 -0.45142 -0.12
C 3.42275 4.08350 -0.21598 -0.11
C 4.16476 3.84446 0.93039 -0.11
C 3.73931 2.87737 1.83343 -0.09
C 2.58159 2.15574 1.58737 -0.12
H -3.27794 4.31584 3.80828 0.09
H -3.34765 4.82285 1.38247 0.09
H -1.91787 3.57882 -0.17730 0.09
H -0.30730 1.33034 3.09666 0.08
H -1.74549 2.55038 4.64369 0.10
H -0.24448 2.02408 -1.19418 -0.01
H 1.69607 3.54644 -1.36013 0.09
H 3.75070 4.82737 -0.93287 0.09
H 5.07450 4.40275 1.11784 0.09
H 4.31801 2.67482 2.72700 0.10
H 2.28481 1.38258 2.28979 0.07
Cl -1.29018 -4.36828 1.10345 0.20
Si 0.36323 -3.33064 0.26587 -0.57
Cl 0.52180 -4.26289 -1.62287 0.19
Cl 1.88736 -4.20874 1.38746 0.23
```

Total charge: -1
Calculated total energy: -5583.62953 Ha
HOMO (spin up / spin down): -0.119 / -0.172 Ha
LUMO energy (spin up / spin down): 2.445 / 2.456 eV
Spin multiplicity: 5
Frontier orbital gap (spin up / spin down): 5.69 / 7.15 eV

=====

[2]
A cluster of 2 separate species, C3HNO2S in total. Source: the OMol25 dataset; level of theory: ωB97M-V/def2-TZVPD.

Geometry as XYZ:
```
8
Properties=species:S:1:pos:R:3:lowdin_charge:R:1
C -1.90797 0.30640 -0.26302 -0.81
C 1.34158 0.44750 0.12637 -0.37
C 0.56440 -0.81435 0.33504 -0.17
N -2.69306 0.19753 0.57390 0.08
O 1.46555 1.38809 0.86168 0.11
O 0.23354 -1.85893 0.66121 0.26
S -0.75235 0.25723 -1.45487 0.77
H 1.74832 0.07652 -0.84030 0.12
```

Calculated total energy: -718.23427 Ha
HOMO: -0.359 Ha
LUMO energy: -1.808 eV
ΔE to the lowest compared entry with this formula, charge and spin: 222.2 kJ/mol
Frontier orbital gap: 7.97 eV

=====

[3]
A structure of composition C30H50BrIrN4O10P2S3. Source: the OMol25 dataset; level of theory: ωB97M-V/def2-TZVPD.

Geometry as XYZ:
```
101
Properties=species:S:1:pos:R:3:lowdin_charge:R:1
Ir -0.64659 0.13911 0.84754 1.35
O -1.00970 2.38875 1.14631 -0.13
C -1.73925 2.89227 1.99239 -0.16
C -2.00711 2.35293 3.30666 -0.11
C -2.93626 3.01151 4.11367 0.06
C -3.24174 2.50666 5.34503 -0.13
C -2.65070 1.33422 5.80895 0.04
C -1.73137 0.67423 5.02709 -0.02
C -1.36780 1.17708 3.76421 -0.36
O -0.41827 0.60559 3.03398 -0.40
N -4.22174 3.21105 6.19165 -0.35
O -4.71074 4.23205 5.75321 0.09
O -4.47553 2.72374 7.27417 0.09
H -2.25417 3.83110 1.73804 0.15
H -3.41608 3.92098 3.77247 0.14
H -2.92556 0.96348 6.78705 0.13
H -1.26121 -0.23749 5.37013 0.08
C 2.01472 -4.66935 -0.57347 -0.03
C 0.90510 -4.09611 0.26832 -0.23
C -0.05859 -4.88198 0.88217 0.00
C -1.06046 -4.29101 1.63383 -0.08
C -1.08207 -2.91642 1.73402 -0.73
Br -2.40512 -2.12042 2.81674 0.87
N -0.17283 -2.13021 1.14928 -0.09
C 0.80042 -2.72415 0.44201 -0.11
H 2.00780 -5.75790 -0.54862 0.08
H 2.98953 -4.32683 -0.22293 0.09
H 1.91107 -4.35142 -1.61291 0.08
H -0.03015 -5.96116 0.77633 0.13
H -1.81277 -4.88080 2.13813 0.11
H 1.52024 -2.05998 -0.02298 0.04
C 3.13743 2.47610 3.37152 -0.02
N 2.17388 1.45566 3.76262 -0.01
C 2.44995 0.16482 3.80706 -0.73
S 1.17761 -0.97593 4.11639 0.94
N 3.70690 -0.23463 3.66412 0.00
C 4.18039 -1.61673 3.66150 -0.05
H 2.66680 3.44670 3.48539 0.11
H 3.44496 2.35701 2.33229 0.07
H 4.00870 2.45260 4.02988 0.10
H 1.19061 1.66618 3.66273 0.11
H 4.39275 0.48414 3.49577 0.13
H 3.33889 -2.29063 3.52167 0.05
H 4.67768 -1.86424 4.59736 0.10
H 4.87786 -1.75163 2.83812 0.09
C 5.26042 0.25222 -0.14323 -0.07
C 5.23407 1.76741 -0.22176 -0.44
C 5.93800 2.30780 -1.44752 -0.04
O 3.89700 2.33586 -0.13305 -0.34
P 2.52680 1.87178 -0.80549 -0.12
S 1.35910 3.42508 -0.93789 0.30
S 1.82299 0.37035 0.41272 0.39
O 3.05641 1.28393 -2.16321 -0.31
C 2.43011 0.72443 -3.36604 -0.40
C 1.93727 -0.67801 -3.06945 -0.05
C 1.36955 1.63609 -3.94061 -0.06
H 6.29778 -0.07355 -0.04936 0.09
H 4.84293 -0.19282 -1.04862 0.08
H 4.68976 -0.11544 0.71374 0.04
H 5.71676 2.17598 0.66580 0.14
H 5.48611 1.91141 -2.35736 0.08
H 6.98912 2.01337 -1.42090 0.09
H 5.88138 3.39638 -1.47361 0.09
H 3.27100 0.67741 -4.05298 0.14
H 1.06584 -0.64701 -2.41113 0.04
H 2.72722 -1.27229 -2.60230 0.08
H 1.64947 -1.16439 -4.00579 0.08
H 0.50022 1.67905 -3.29057 0.05
H 1.06786 1.24089 -4.91483 0.09
H 1.75771 2.64312 -4.08397 0.08
C -4.14043 2.30550 -3.02473 -0.01
C -4.14917 1.25435 -1.93073 -0.59
C -3.78498 1.88417 -0.59319 -0.04
C -5.47789 0.52969 -1.85465 -0.02
O -3.15821 0.24716 -2.35958 -0.15
P -1.95535 -0.37513 -1.58105 0.24
O -2.32218 -0.95132 -0.21798 -0.38
O -0.80954 0.59983 -1.34530 -0.39
O -1.43103 -1.50787 -2.53392 -0.15
C -2.02826 -2.23458 -3.65778 -0.60
C -2.06916 -1.33174 -4.88109 -0.01
C -1.06666 -3.38745 -3.88303 -0.02
C -3.40752 -2.76515 -3.29084 -0.02
H -4.90776 3.05656 -2.82966 0.10
H -4.33978 1.84457 -3.99344 0.09
H -3.16610 2.79764 -3.06581 0.10
H -4.49583 2.68310 -0.37747 0.10
H -2.78078 2.31390 -0.63963 0.07
H -3.82881 1.14913 0.21453 0.08
H -6.26235 1.22741 -1.55644 0.10
H -5.42765 -0.27482 -1.11769 0.09
H -5.74222 0.10517 -2.82445 0.09
H -1.05799 -1.01727 -5.15011 0.09
H -2.66842 -0.44295 -4.68683 0.08
H -2.50391 -1.87183 -5.72302 0.10
H -0.05368 -3.00837 -4.03685 0.08
H -1.36783 -3.95414 -4.76474 0.10
H -1.06404 -4.05665 -3.01864 0.09
H -4.14701 -1.96481 -3.25049 0.07
H -3.37389 -3.26040 -2.31718 0.10
H -3.72395 -3.49171 -4.03971 0.10
```

Total charge: +1
Calculated total energy: -6700.02558 Ha
HOMO (spin up / spin down): -0.366 / -0.369 Ha
LUMO energy (spin up / spin down): -2.916 / -5.227 eV
ΔE to the lowest compared entry with this formula, charge and spin: 95.4 kJ/mol
Spin multiplicity: 6
Frontier orbital gap (spin up / spin down): 7.03 / 4.80 eV

=====

[4]
A cluster of 2 separate species, C5H6IN2 in total. Source: the OMol25 dataset; level of theory: ωB97M-V/def2-TZVPD.

Geometry as XYZ:
```
14
Properties=species:S:1:pos:R:3:lowdin_charge:R:1
C -0.07316 1.86142 -0.00064 0.04
C -0.67478 -0.39114 -0.12917 -0.23
C 0.67584 -0.07691 -0.38325 -0.03
C -1.32432 -1.57060 -0.12899 0.23
C -1.23662 0.97481 0.24332 -0.07
N 0.99893 1.18951 -0.32689 0.07
N 2.44457 -1.17729 -0.39466 -0.55
I 3.89746 0.02254 0.10230 0.90
H -0.06054 2.93801 0.07293 0.15
H -2.34985 -1.63772 0.20051 0.11
H -0.85765 -2.47628 -0.48059 0.10
H -1.55109 0.98808 1.29463 0.16
H -2.11643 1.27771 -0.33205 0.15
H 2.22765 -1.92214 0.26255 -0.03
```

Total charge: +1
Calculated total energy: -600.87054 Ha
HOMO (spin up / spin down): -0.461 / -0.461 Ha
LUMO energy (spin up / spin down): -6.739 / -6.740 eV
ΔE to the lowest compared entry with this formula, charge and spin: 199.9 kJ/mol
Frontier orbital gap (spin up / spin down): 5.79 / 5.79 eV

=====

[5]
An isolated molecule of C4H7NO2. Source: the OMol25 dataset; level of theory: ωB97M-V/def2-TZVPD.

Geometry as XYZ:
```
14
Properties=species:S:1:pos:R:3:lowdin_charge:R:1
C 0.95107 -1.29168 -0.08415 0.01
C 0.28727 0.03773 -0.33757 -0.54
C -0.91062 0.36796 0.52196 -0.48
N -2.14129 -0.13080 0.29322 0.19
O -0.64591 1.07458 1.48299 0.06
C 1.08941 1.22919 -0.33389 0.00
O 0.52336 0.55308 -1.61142 0.01
H 1.92543 -1.30675 -0.58575 0.10
H 1.08745 -1.43324 0.99076 0.10
H 0.35177 -2.11184 -0.49072 0.09
H -2.87457 0.21454 0.89574 0.12
H -2.36999 -0.58907 -0.57163 0.11
H 0.62567 2.20203 -0.26325 0.12
H 2.10094 1.18428 0.09372 0.13
```

Calculated total energy: -361.79923 Ha
HOMO: -0.355 Ha
LUMO energy: 0.856 eV
ΔE to the lowest compared entry with this formula, charge and spin: 214.3 kJ/mol
Frontier orbital gap: 10.51 eV

=====

Q: Look up the calculated total energy of the fourth one.
A: -600.87054 Ha